71
Properties=species:S:1:pos:R:3:mulliken_charge:R:1 method="wB97M-V/def2-TZVPD" homo_ha="-0.1591 / -0.1796" spin_multiplicity=5 s_squared=6.0415 total_energy_ev=-46897.9657 charge=-1
Ru 0.662 -0.430 -0.102 -0.2913
O 1.406 1.342 1.223 -1.1011
O 3.438 2.715 1.839 -0.6433
O -1.118 -1.111 -1.174 -0.7811
N 2.340 -0.252 -0.838 -0.8074
N -0.633 2.359 0.884 -0.8294
N -0.997 1.066 0.482 0.7113
C 0.636 2.377 1.178 0.8933
C 0.522 4.880 1.390 -0.4318
C -4.808 -1.927 0.515 -0.6363
C 1.270 3.705 1.455 0.3713
C 3.027 0.786 -1.429 0.1443
C 2.398 1.677 -2.330 0.3539
C 4.399 0.937 -1.141 1.0971
C -2.846 -0.502 0.349 0.8963
C 1.097 6.120 1.601 -0.8005
C 0.162 2.833 -2.707 -1.5947
C -2.190 0.722 0.785 -0.7909
C 2.642 3.796 1.743 0.2181
C -4.236 -2.782 -0.438 -0.4681
C 0.934 1.517 -2.683 3.6278
C 3.226 5.049 1.951 -0.6979
C 6.157 0.636 0.673 -1.8338
C 1.242 -4.961 1.435 -0.3767
C -0.018 -2.924 1.236 0.0114
C 3.159 2.663 -2.945 -0.4765
C -4.105 -0.801 0.886 -0.8318
C 5.057 -0.014 -0.165 0.9745
C 0.768 0.729 -3.981 -1.7468
C 2.273 -4.384 0.703 -0.5237
C 5.120 1.938 -1.774 -0.4869
C 2.460 6.195 1.882 -0.2735
C -3.009 -2.508 -0.994 -0.3772
C 5.585 -1.240 -0.915 -1.6322
C 2.163 -3.077 0.242 0.2277
C 1.012 -2.337 0.503 0.1598
C 4.513 2.800 -2.677 -1.3993
C -2.266 -1.358 -0.624 0.2866
C 0.096 -4.226 1.706 -0.8294
H 1.227 1.272 -4.812 0.3765
H -4.769 -3.677 -0.743 0.3587
H 7.066 0.796 0.086 0.3318
H 6.012 -1.972 -0.224 0.3612
H 0.250 3.358 -1.755 0.3131
H 1.331 -5.980 1.792 0.3440
H -0.898 2.642 -2.889 0.4075
H 3.171 -4.953 0.491 0.3941
H 0.477 0.908 -1.903 -1.8164
H 4.788 -1.726 -1.483 0.3742
H 0.523 3.493 -3.500 0.3874
H -0.716 -4.666 2.274 0.3903
H -2.769 1.418 1.395 0.3092
H 0.496 7.019 1.543 0.3816
H 5.829 1.596 1.076 0.3800
H 6.422 -0.014 1.510 0.4499
H 2.929 7.159 2.045 0.3634
H 6.366 -0.940 -1.621 0.4088
H 4.273 -0.361 0.513 0.4419
H 2.847 1.936 1.662 0.3552
H -5.776 -2.144 0.947 0.3832
H -0.289 0.569 -4.202 0.4096
H -4.525 -0.118 1.618 0.3330
H 4.286 5.087 2.165 0.4190
H 2.968 -2.618 -0.318 0.2251
H 5.088 3.583 -3.156 0.3681
H 2.685 3.343 -3.643 0.2894
H 1.248 -0.248 -3.902 0.3793
H -0.531 4.786 1.159 0.4428
H -0.929 -2.370 1.440 0.4170
H 6.172 2.063 -1.543 0.2851
H -2.561 -3.167 -1.728 0.4246

80
Properties=species:S:1:pos:R:3:mulliken_charge:R:1 method="wB97M-V/def2-TZVPD" homo_ha="-0.4435 / -0.4435" spin_multiplicity=2 s_squared=0.7548 total_energy_ev=-1422229.1689 e_above_lowest_ev=0.2638 charge=+1
Br 0.312 15.606 -13.678 -0.1642
Br -2.635 16.599 -15.827 -0.0963
Br -8.809 16.898 -14.979 -0.0983
Br -8.235 19.197 -9.944 -0.0588
Br -6.566 14.719 -9.100 -0.0704
Br -3.638 19.003 -8.289 -0.1168
Br -8.178 23.591 -8.585 -0.1696
Br -7.205 17.160 -6.394 -0.1068
Br -2.459 21.318 -12.763 -0.1056
Br -4.719 19.413 -3.109 -0.1622
Br -6.375 20.334 -12.707 -0.0070
Br -4.556 13.899 -5.080 -0.1292
Br -5.112 24.173 -15.326 -0.1445
Br 1.705 21.994 -12.677 -0.1629
Br -2.424 15.033 -9.113 -0.0949
Br -0.464 20.713 -15.668 -0.1646
Br -3.423 13.001 -12.500 -0.0896
Br -0.076 21.198 -8.317 -0.1578
Br -10.490 16.109 -11.442 -0.1409
Br -4.048 17.759 -12.696 0.3144
C -3.834 14.899 -6.624 -0.4636
C -4.346 23.338 -13.666 -0.4864
C -7.732 19.126 -13.492 -0.3956
C -2.274 18.546 -15.673 0.0981
C -3.205 13.961 -7.662 -0.6223
C 1.472 22.052 -10.681 -0.5948
C -7.727 15.343 -10.591 -0.0827
C -0.820 18.781 -15.919 -0.4337
C -4.570 17.957 -10.873 1.0732
C -5.696 18.117 -5.467 -0.4842
C -7.231 18.035 -14.449 -0.6057
C -7.416 20.810 -9.206 -0.4025
C -8.609 21.753 -9.200 -0.7363
C -9.138 15.400 -10.177 -0.7228
C 0.308 21.081 -10.298 -0.2534
C -3.477 22.278 -14.213 -0.7156
C -3.227 18.434 -10.167 -0.4086
C -0.855 14.139 -12.900 -0.6033
C -6.137 18.430 -3.976 -0.5952
C -2.313 14.401 -13.265 -0.1027
H -6.575 17.360 -13.899 0.2187
H -5.508 19.056 -5.986 0.2847
H -8.447 19.710 -14.072 0.5293
H -2.565 18.758 -14.644 -0.3595
H -6.886 18.503 -15.371 0.4403
H -2.392 13.388 -7.216 0.4869
H -4.011 21.446 -14.672 0.3573
H -3.724 24.022 -13.089 0.4637
H 0.630 20.063 -10.519 0.4195
H -2.497 14.424 -14.339 0.2954
H -4.633 15.517 -7.035 0.0086
H -0.502 18.544 -16.934 0.4599
H -9.004 21.840 -10.212 0.3678
H -4.844 17.438 -5.476 0.2856
H -0.211 18.251 -15.186 0.1325
H -5.045 17.029 -10.552 -0.1374
H -0.423 13.249 -13.356 0.4423
H -5.190 23.011 -13.059 0.2407
H -2.629 15.325 -12.781 -0.1629
H -6.103 17.471 -3.459 0.3610
H -3.946 13.294 -8.104 0.3857
H -0.693 14.053 -11.826 0.3386
H -7.604 14.675 -11.443 0.4256
H -2.516 17.612 -10.258 0.2306
H 2.375 21.759 -10.144 0.4169
H -2.854 19.058 -16.441 0.3803
H -2.755 22.785 -14.852 0.5318
H 1.182 23.058 -10.378 0.3897
H -2.647 19.206 -10.673 0.1167
H -8.353 18.752 -12.677 0.1845
H -7.338 16.250 -11.053 -0.1627
H -0.603 21.307 -10.852 -0.1754
H -5.323 18.745 -10.851 -0.4404
H -7.127 20.539 -8.191 0.3130
H -9.069 15.730 -9.141 0.3344
H -9.388 21.429 -8.510 0.4009
H -3.085 15.639 -6.342 0.4474
H -9.492 14.371 -10.124 0.4694
H -7.094 18.951 -3.946 0.4117
H -6.532 21.102 -9.773 0.3312

87
Properties=species:S:1:pos:R:3:mulliken_charge:R:1 method="wB97M-V/def2-TZVPD" homo_ha=-0.1891 total_energy_ev=-167557.0797 e_above_lowest_ev=0.3617 charge=-1
Ge -1.706 2.478 0.242 1.5259
Zn 0.472 -2.638 1.257 0.2437
P 1.588 -2.455 -0.943 0.4699
O 0.565 -4.216 2.344 -0.7469
O -0.441 -0.204 0.354 1.3836
O 1.111 -5.984 3.582 -0.7366
O 0.936 0.575 4.412 -0.9223
O 3.430 -3.925 1.982 -0.3852
O 2.106 -1.538 2.140 -0.3185
O -2.227 -1.204 1.162 0.1790
O -0.463 -0.611 3.150 -0.5042
O 2.515 -1.404 4.343 -0.5844
C -3.561 0.522 -0.980 -0.3381
C 0.556 4.315 0.023 -0.3678
C -2.694 -2.160 2.105 -0.7824
C 3.521 -3.173 3.170 -0.7991
C 2.488 -3.905 -1.609 -0.5156
C -2.797 4.137 0.196 -0.2857
C 2.768 -5.166 2.116 -0.4214
C 3.930 -1.132 -1.968 -1.5605
C 2.835 -1.119 -0.905 0.8853
C 1.806 4.758 -0.389 -0.8280
C -4.122 -0.202 -2.021 -0.6618
C -1.624 1.886 2.118 -1.0650
C -2.642 5.075 -0.825 -0.1076
C -4.449 6.408 0.038 -0.4109
C -0.183 1.703 2.632 -0.1166
C 0.835 -1.532 -3.574 -1.4420
C -3.452 6.199 -0.906 -0.7844
C -2.090 1.601 -2.517 -0.2043
C 0.342 -2.037 -2.222 0.2315
C 1.376 -5.124 2.755 0.6354
C 0.062 3.073 -0.375 -0.4320
C -3.653 -0.041 -3.318 -0.5517
C 1.615 -5.158 -1.635 -1.3470
C -2.639 0.871 -3.565 -0.7279
C -3.806 4.365 1.132 -0.4654
C 2.113 2.721 -1.619 -0.7945
C 0.082 0.456 3.474 0.2317
C -4.625 5.485 1.058 -0.7260
C 0.866 2.281 -1.193 0.2544
C 2.601 -1.955 3.185 0.4738
C 2.585 3.963 -1.218 -0.5668
C -2.520 1.421 -1.202 0.5312
C -0.864 -1.162 1.005 -0.8542
H 4.546 -2.030 -1.899 0.3675
H -0.260 -2.943 -2.349 0.5953
H -1.306 2.316 -2.739 0.3151
H 1.215 -5.376 -0.643 0.2534
H -2.533 -1.791 3.118 0.2984
H -3.964 3.657 1.939 0.2679
H 2.648 -5.542 1.096 0.2306
H 4.592 -0.275 -1.828 0.4645
H 0.768 -5.041 -2.314 0.3751
H -2.170 -3.113 1.994 0.2195
H 0.152 2.573 3.198 0.5891
H 3.529 -1.081 -2.981 0.2656
H -5.401 5.636 1.800 0.3998
H 1.350 -0.575 -3.470 0.1722
H -3.919 0.357 0.027 0.2816
H 1.520 -2.234 -4.057 0.3837
H 2.172 5.724 -0.062 0.3867
H -2.123 2.662 2.702 0.9522
H 2.263 -0.189 -0.922 -0.9332
H -3.756 -2.304 1.911 0.3103
H 0.510 1.585 1.795 -0.4283
H -0.045 4.953 0.662 0.4176
H 2.185 -6.027 -1.968 0.3750
H -1.868 4.931 -1.573 0.3262
H -2.273 1.022 -4.575 0.4470
H -3.307 6.913 -1.708 0.3911
H -4.082 -0.616 -4.130 0.3842
H 2.893 -3.689 -2.602 0.5170
H 4.539 -2.770 3.213 0.3790
H -4.921 -0.905 -1.816 0.3869
H -5.083 7.284 -0.022 0.3627
H -0.313 -1.299 -1.757 -0.3623
H 1.963 -0.466 4.365 0.4752
H 3.344 -4.053 -0.944 0.3942
H 3.371 -5.879 2.685 0.2908
H -0.012 -1.372 -4.244 0.3936
H 0.508 1.300 -1.485 0.4658
H 3.261 -1.166 0.096 0.2541
H 3.560 4.306 -1.543 0.3818
H 2.721 2.090 -2.257 0.4080
H -2.186 0.960 2.233 0.4358
H 3.366 -3.775 4.068 0.4186

11
Properties=species:S:1:pos:R:3:mulliken_charge:R:1 method="wB97M-V/def2-TZVPD" homo_ha=-0.3394 total_energy_ev=-7761.8996 e_above_lowest_ev=4.6268
O -0.807 1.584 0.095 -0.5766
N 3.147 0.025 0.020 -0.5091
C -1.842 -0.811 -0.002 -1.2875
C -0.538 -0.205 -0.118 0.6122
C 0.705 -0.518 -0.185 -0.2993
C 1.923 -0.016 -0.104 0.4454
H -1.712 -1.811 0.187 0.3935
H -2.309 -0.273 0.752 0.3648
H 0.020 1.786 0.364 0.2256
H -2.225 -0.741 -0.930 0.3260
H 3.637 0.981 -0.081 0.3050

Strongest force on any atom: 0.56 2.59 1.34 6.70 (eV/Å)